C25H32FGe2IrNOS | ωB97M-V/def2-TZVPD

```
! wB97M-V def2-TZVPD RIJCOSX def2/J DEFGRID3
* xyz 2 2
Ir 1.3610 0.3147 0.3185
C 5.1794 -0.8721 -1.6069
S 3.9307 -1.5425 -0.5336
C 3.6794 -3.1295 -1.2968
O 2.6480 -0.7567 -0.9437
H 4.7979 -0.8600 -2.6266
H 6.0661 -1.5019 -1.5266
H 5.4165 0.1320 -1.2622
H 4.5308 -3.7624 -1.0452
H 3.5811 -3.0088 -2.3741
H 2.7720 -3.5498 -0.8667
C 1.3573 -0.4710 4.7640
C 1.3824 -0.2662 3.3292
N 1.4010 -0.0960 2.1971
H 1.1708 -1.5236 4.9757
H 0.5557 0.1362 5.1852
H 2.3141 -0.1721 5.1907
F 1.7889 6.2080 -0.4677
C 1.6895 4.9111 -0.2059
C 2.8070 4.1131 -0.3832
C 2.6982 2.7593 -0.1136
C 1.4680 2.2398 0.3020
C 0.3625 3.0669 0.5152
C 0.4724 4.4166 0.2405
H 3.7319 4.5584 -0.7224
H 3.5622 2.1183 -0.2443
H -0.5743 2.6622 0.8768
H -0.3618 5.0925 0.3695
C -3.1954 -2.8516 -0.6763
Ge -1.2478 -2.8196 -0.6919
C -0.4529 -3.9773 0.6652
C -0.4582 -3.1144 -2.4453
Ge -0.9655 -0.4543 -0.1852
C -1.9148 0.0744 1.4308
C -1.8261 -0.7624 2.5497
C -2.5006 -0.4607 3.7215
C -3.2765 0.6921 3.7945
C -3.3815 1.5280 2.6925
C -2.7036 1.2215 1.5194
C -1.4298 0.7121 -1.6625
C -2.7881 0.9585 -1.8800
C -3.1953 1.7594 -2.9386
C -2.2528 2.3262 -3.7844
C -0.9006 2.0815 -3.5826
C -0.4950 1.2747 -2.5311
H -3.5057 -3.8953 -0.7546
H -3.6082 -2.3088 -1.5254
H -3.5993 -2.4446 0.2499
H -0.4107 -5.0027 0.2966
H -1.0485 -3.9793 1.5776
H 0.5641 -3.6660 0.9092
H -0.5966 -4.1516 -2.7521
H 0.6116 -2.9026 -2.4305
H -0.9290 -2.4731 -3.1897
H -1.2448 -1.6794 2.4967
H -2.4485 -1.1310 4.5706
H -3.8122 0.9273 4.7046
H -3.9998 2.4143 2.7434
H -2.8168 1.8736 0.6605
H -3.5409 0.5263 -1.2293
H -4.2492 1.9431 -3.1002
H -2.5716 2.9523 -4.6068
H -0.1667 2.5122 -4.2509
H 0.5687 1.0810 -2.4102
*
```

Summary:
ΔE to the lowest compared entry with this formula, charge and spin: 107.0 kJ/mol
F_max: 0.969 eV/Å
Total energy: -159388.2712 eV
E_HOMO (spin up / spin down): -13.91 / -13.86 eV

***

C25H32FN3O3 | ωB97M-V/def2-TZVPD

```
! wB97M-V def2-TZVPD RIJCOSX def2/J DEFGRID3
* xyz 0 1
C 5.4022 4.5975 -3.6817
O 4.1053 4.1651 -3.3597
C 3.8511 3.7888 -2.0742
C 4.7738 3.7837 -1.0442
C 4.4094 3.3736 0.2327
C 3.1162 2.9739 0.4982
C 2.6825 2.5364 1.8716
N 1.8694 1.3340 1.7998
C 1.1976 1.0355 3.0496
C 0.1800 -0.0822 2.8295
C 0.8982 -1.3246 2.2937
C 0.0070 -2.5560 2.1531
O 0.2136 -3.5143 2.8795
N -0.9798 -2.6049 1.2243
C -1.4800 -1.5695 0.3519
C -2.9380 -1.2517 0.7347
N -3.7810 -2.4215 0.6787
C -4.4555 -2.7481 -0.4862
C -4.2180 -2.1190 -1.7148
C -4.9540 -2.4198 -2.8455
C -5.9569 -3.3703 -2.8068
C -6.2288 -4.0047 -1.6068
C -5.5008 -3.6848 -0.4820
F -5.8516 -4.3077 0.6742
C -3.2543 -3.4602 1.5440
C -1.8089 -3.7960 1.1562
C 1.7167 -0.9803 1.0462
C 2.6460 0.1884 1.3610
C 2.1787 2.9804 -0.5335
C 2.5257 3.3735 -1.8112
O 1.6781 3.4006 -2.8793
C 0.3501 2.9913 -2.6800
H 5.6864 5.4861 -3.1077
H 6.1443 3.8085 -3.5181
H 5.3734 4.8485 -4.7409
H 5.7913 4.0939 -1.2200
H 5.1507 3.3731 1.0179
H 3.5676 2.3985 2.5179
H 2.0661 3.3258 2.3162
H 1.9147 0.7358 3.8360
H 0.6802 1.9367 3.3901
H -0.5755 0.2810 2.1342
H -0.3115 -0.3211 3.7745
H 1.6170 -1.6265 3.0670
H -1.4445 -1.9443 -0.6794
H -0.8804 -0.6676 0.4157
H -2.9510 -0.8952 1.7717
H -3.3453 -0.4648 0.0998
H -3.4362 -1.3810 -1.7975
H -4.7292 -1.9085 -3.7696
H -6.5257 -3.6115 -3.6903
H -7.0158 -4.7375 -1.5214
H -3.2750 -3.0897 2.5740
H -3.8597 -4.3602 1.4900
H -1.7826 -4.1878 0.1323
H -1.3915 -4.5346 1.8410
H 1.0831 -0.6951 0.2082
H 2.3068 -1.8471 0.7439
H 3.3780 -0.1160 2.1321
H 3.1983 0.4742 0.4627
H 1.1782 2.6552 -0.3012
H -0.1353 3.0856 -3.6503
H -0.1655 3.6296 -1.9543
H 0.2950 1.9488 -2.3472
*
```

Summary:
ΔE to the lowest compared entry with this formula, charge and spin: 137.6 kJ/mol
F_max: 0.535 eV/Å
Total energy: -39774.1881 eV
E_HOMO: -7.88 eV

***

C25H32FN3O4S | ωB97M-V/def2-TZVPD

```
! wB97M-V def2-TZVPD RIJCOSX def2/J DEFGRID3
* xyz 0 1
C 2.9212 -0.5225 -9.6735
C 3.1843 -0.3013 -8.1921
O 2.4045 -1.2412 -7.4766
C 2.4710 -1.2732 -6.1244
C 3.2471 -0.4143 -5.3499
C 3.2457 -0.5318 -3.9698
C 2.4733 -1.5027 -3.3711
S 2.4856 -1.6358 -1.5929
O 1.7050 -2.7782 -1.2050
O 3.8360 -1.5543 -1.1148
N 1.7470 -0.1765 -1.1837
C 0.3305 -0.1319 -1.4783
C -0.5261 -0.7889 -0.3972
C -0.2099 -0.1728 0.9675
C -1.0337 -0.8632 2.0511
O -1.5901 -1.9245 1.8500
N -1.0892 -0.2647 3.2690
C -0.6203 1.0451 3.6502
C -1.8248 1.9151 4.0352
N -2.5571 1.2863 5.1084
C -3.1204 2.0379 6.1214
C -2.3656 3.0334 6.7573
C -2.8705 3.7772 7.8036
C -4.1524 3.5509 8.2760
C -4.9256 2.5758 7.6734
C -4.4177 1.8504 6.6149
F -5.2513 0.9438 6.0373
C -3.0483 -0.0204 4.7307
C -1.8538 -0.8913 4.3297
C 1.2895 -0.3581 1.2353
C 2.0905 0.3278 0.1274
C 1.6979 -2.3631 -4.1288
C 1.6822 -2.2642 -5.5069
C 0.8590 -3.1778 -6.3579
H 3.1985 -1.5352 -9.9524
H 1.8657 -0.3814 -9.8884
H 3.5026 0.1814 -10.2616
H 4.2497 -0.4484 -7.9694
H 2.9013 0.7206 -7.9048
H 3.8568 0.3453 -5.8121
H 3.8453 0.1162 -3.3520
H 0.0527 0.9230 -1.5952
H 0.1878 -0.6345 -2.4367
H -0.3084 -1.8564 -0.3622
H -1.5835 -0.6623 -0.6337
H -0.4522 0.8960 0.9341
H -0.0643 1.5221 2.8470
H 0.0387 0.9411 4.5213
H -1.4929 2.9085 4.3335
H -2.4752 2.0184 3.1502
H -1.3523 3.2076 6.4292
H -2.2510 4.5326 8.2632
H -4.5471 4.1253 9.0986
H -5.9350 2.3758 7.9977
H -3.5478 -0.4901 5.5759
H -3.7543 0.0420 3.8898
H -2.1963 -1.8604 3.9658
H -1.1997 -1.0338 5.1970
H 1.5200 -1.4249 1.2230
H 1.5793 0.0472 2.2060
H 1.9043 1.4085 0.1321
H 3.1583 0.1479 0.2559
H 1.1163 -3.1151 -3.6181
H 0.3092 -3.8842 -5.7435
H 1.5011 -3.7237 -7.0470
H 0.1587 -2.5999 -6.9588
*
```

Summary:
ΔE to the lowest compared entry with this formula, charge and spin: 2.5 kJ/mol
F_max: 1.079 eV/Å
Total energy: -52657.5065 eV
E_HOMO: -7.97 eV

***

C25H32MnN6OS2 | ωB97M-V/def2-TZVPD

```
! wB97M-V def2-TZVPD RIJCOSX def2/J DEFGRID3
* xyz 0 6
Mn 3.6812 -1.4680 18.5981
N 3.7750 -0.6615 22.9567
C 3.8376 -1.0555 21.6751
S 3.5610 0.1394 20.3998
N 3.9280 -2.3830 21.4277
N 4.1903 -2.6605 20.0715
C 4.7036 -3.8556 19.8329
C 5.1057 -4.0891 18.5446
C 5.9481 -5.1365 18.1785
C 6.3108 -5.2587 16.8765
C 6.0168 -4.2038 15.9709
C 5.2103 -3.1610 16.4444
N 4.7487 -3.0937 17.6725
H 3.5903 0.3158 23.1489
H 3.7538 -1.3591 23.6794
H 4.6976 -4.5527 20.6762
H 6.1809 -5.8105 19.0038
H 6.8869 -6.1001 16.5119
H 6.5419 -4.2306 14.9790
H 4.9674 -2.2771 15.7933
S 3.9040 0.5461 17.4952
C 5.4391 0.6468 16.7212
C 5.4837 1.6255 15.7328
C 6.5990 1.8986 14.9530
C 7.7517 1.1099 15.2012
C 7.6997 0.0935 16.1666
C 6.5674 -0.0839 16.9569
H 4.5418 2.0374 15.4519
H 6.4330 2.6818 14.1981
H 8.7070 1.3461 14.7627
H 8.6703 -0.2905 16.3848
H 6.6470 -0.8030 17.8548
C 10.9472 -1.6232 19.3912
N 9.8908 -2.6118 19.5793
C 9.0566 -2.5917 20.7611
C 9.6301 -3.5743 18.6422
O 8.8664 -4.5223 18.7370
H 10.6398 -0.9219 18.5491
H 11.8839 -2.1411 19.1354
H 11.1108 -0.9505 20.2650
H 9.3503 -3.3560 21.4726
H 8.0529 -2.9170 20.4236
H 9.0647 -1.6515 21.3270
H 10.0231 -3.3822 17.6451
C 0.2559 -0.0249 21.7739
N 0.5033 -0.1791 20.3676
C -0.4357 0.5381 19.5205
C 0.5161 -1.6395 19.9696
C 0.6315 -1.8669 18.4839
C -0.5513 -2.3622 17.8446
C -0.5478 -2.5416 16.5141
C 0.5958 -2.1642 15.7831
C 1.7558 -1.7518 16.4225
C 1.8153 -1.6045 17.8007
H 0.2357 1.0011 22.0640
H 1.0450 -0.5750 22.3225
H -0.7534 -0.4727 22.0390
H 1.5067 0.1990 20.1913
H -1.5176 0.1384 19.7335
H -0.2317 0.5163 18.4298
H -0.4396 1.5990 19.8039
H -0.4963 -1.9772 20.3252
H 1.3095 -2.1617 20.5072
H -1.4529 -2.4860 18.4133
H -1.4974 -2.8295 16.0594
H 0.4898 -2.0223 14.7179
H 2.5319 -1.5246 15.7149
*
```

Summary:
ΔE to the lowest compared entry with this formula, charge and spin: 14.9 kJ/mol
F_max: 4.563 eV/Å
Total energy: -90420.3821 eV
E_HOMO (spin up / spin down): -5.85 / -6.36 eV

***

C25H32N2O5S | ωB97M-V/def2-TZVPD

```
! wB97M-V def2-TZVPD RIJCOSX def2/J DEFGRID3
* xyz 0 1
C -2.1942 -4.5000 0.2833
O -1.9874 -3.1059 0.1853
C -0.7557 -2.5773 0.4293
C -0.7627 -1.2414 0.8158
C 0.4168 -0.5574 1.0584
C 0.3550 0.9016 1.4494
C 1.7133 1.6364 1.3867
O 2.1451 2.2381 2.3527
N 2.3097 1.5681 0.1957
C 3.5639 2.2134 -0.1169
C 4.5412 1.2078 -0.7481
C 4.3734 1.4139 -2.2503
C 4.2534 2.9304 -2.3656
C 3.3624 3.3162 -1.1815
N -0.6470 1.6270 0.6593
C -0.7053 1.4569 -0.6782
O 0.1357 0.8275 -1.3029
C -1.9189 2.0400 -1.3930
C -3.0836 1.1366 -1.1549
C -3.1612 -0.1985 -1.4029
C -4.4051 -0.7603 -1.0365
C -5.2591 0.1544 -0.5161
S -4.5622 1.7274 -0.4611
C -1.5690 2.4563 1.3763
C -1.5111 3.9504 1.2079
C -1.0653 3.3236 2.4908
C 1.6109 -1.2534 1.0227
C 1.6470 -2.5952 0.6515
O 2.8911 -3.1500 0.6376
C 3.0454 -4.5419 0.8280
C 0.4637 -3.2557 0.2938
O 0.5044 -4.5449 -0.2370
C 0.6675 -4.5394 -1.6414
H -1.6336 -4.9314 1.1146
H -3.2634 -4.6227 0.4612
H -1.9237 -5.0206 -0.6385
H -1.7210 -0.7527 0.8907
H 0.0241 0.9580 2.4928
H 1.8221 1.0831 -0.5538
H 3.9419 2.6166 0.8259
H 4.3237 0.1885 -0.4331
H 5.5619 1.4519 -0.4516
H 5.2065 1.0123 -2.8251
H 3.4525 0.9393 -2.5922
H 3.8320 3.2485 -3.3178
H 5.2394 3.3852 -2.2581
H 3.6048 4.3031 -0.7914
H 2.3150 3.3225 -1.4870
H -2.1428 3.0498 -1.0555
H -1.6781 2.0604 -2.4595
H -2.3493 -0.7629 -1.8240
H -4.6418 -1.8021 -1.1523
H -6.2599 0.0144 -0.1595
H -2.5507 2.0087 1.5049
H -0.7431 4.3514 0.5636
H -2.4410 4.4981 1.1835
H -1.6912 3.4286 3.3636
H -0.0082 3.3193 2.7075
H 2.5462 -0.7828 1.2765
H 2.3278 -4.9285 1.5542
H 2.9428 -5.0980 -0.1069
H 4.0586 -4.6720 1.2104
H 1.6008 -4.0463 -1.9345
H -0.1643 -4.0276 -2.1382
H 0.6915 -5.5840 -1.9493
*
```

Summary:
ΔE to the lowest compared entry with this formula, charge and spin: 220.4 kJ/mol
F_max: 0.666 eV/Å
Total energy: -50496.0885 eV
E_HOMO: -8.21 eV

***

C25H32N2O6S3 | ωB97M-V/def2-TZVPD

```
! wB97M-V def2-TZVPD RIJCOSX def2/J DEFGRID3
* xyz 0 1
C 6.8987 2.7038 -0.8942
C 5.7079 3.5536 -0.4712
C 4.4207 2.7212 -0.3944
C 3.2052 3.6027 -0.1046
N 4.5792 1.6754 0.5925
S 4.0815 0.1314 0.2932
O 4.5279 -0.2123 -1.0256
O 4.5105 -0.6394 1.4160
C 2.2922 0.2621 0.2528
C 1.5792 0.3165 1.4347
C 0.2173 0.5691 1.3828
C -0.3949 0.7602 0.1569
S -2.1383 1.1934 0.1236
O -2.4941 1.6475 1.4363
O -2.3412 2.0702 -0.9941
N -2.8846 -0.2800 -0.1287
C -2.9877 -0.7050 -1.5077
C -2.5596 -2.1693 -1.6912
C -1.1468 -2.3908 -1.2332
C -0.0964 -2.4769 -2.1249
C 1.2044 -2.6667 -1.6754
C 1.4783 -2.7487 -0.3213
O 2.7020 -2.9388 0.2287
C 3.7832 -3.2577 -0.6188
C 0.4099 -2.6371 0.5986
O 0.7605 -2.7005 1.9136
C -0.2609 -2.6744 2.8778
C -0.8793 -2.4776 0.1320
C -4.0272 -0.5602 0.7288
C -5.2507 0.1781 0.2991
C -6.3126 -0.2998 -0.4104
C -7.2682 0.6956 -0.7086
C -6.9058 1.9124 -0.2280
S -5.3946 1.8748 0.5941
C 0.3203 0.6949 -1.0243
C 1.6804 0.4373 -0.9738
H 7.8102 3.2964 -0.8936
H 6.7424 2.3036 -1.8926
H 7.0184 1.8669 -0.2117
H 5.5572 4.3654 -1.1847
H 5.8996 3.9956 0.5088
H 4.2861 2.1906 -1.3415
H 2.2969 3.0078 -0.0370
H 3.3448 4.1331 0.8355
H 3.0784 4.3360 -0.8963
H 4.5094 1.9559 1.5556
H 2.0954 0.1541 2.3673
H -0.3800 0.6578 2.2764
H -4.0148 -0.5708 -1.8710
H -2.3388 -0.0516 -2.0902
H -2.6579 -2.4188 -2.7484
H -3.2375 -2.8102 -1.1244
H -0.2821 -2.4114 -3.1867
H 2.0051 -2.7434 -2.3930
H 4.6159 -3.4643 0.0505
H 4.0532 -2.4188 -1.2645
H 3.5623 -4.1442 -1.2230
H -0.9393 -3.5276 2.7684
H 0.2448 -2.7401 3.8399
H -0.8396 -1.7455 2.8331
H -1.7034 -2.4140 0.8226
H -4.2148 -1.6377 0.7140
H -3.7327 -0.2547 1.7344
H -6.4167 -1.3320 -0.6971
H -8.1755 0.5088 -1.2543
H -7.4393 2.8385 -0.3090
H -0.1798 0.8788 -1.9607
H 2.2810 0.3797 -1.8674
*
```

Summary:
ΔE to the lowest compared entry with this formula, charge and spin: 0.0 kJ/mol
F_max: 1.055 eV/Å
Total energy: -74213.9968 eV
E_HOMO: -8.00 eV

***

C25H32N4O2 | ωB97M-V/def2-TZVPD

```
! wB97M-V def2-TZVPD RIJCOSX def2/J DEFGRID3
* xyz 0 1
N 0.9050 -4.5187 0.7199
C 1.4790 -3.6236 -0.1142
O 2.6552 -3.6549 -0.3990
C 0.4686 -2.5621 -0.6021
N -0.6856 -3.3428 -1.0674
C -1.9162 -2.6328 -1.3636
C -3.0659 -3.6376 -1.4467
C -2.7968 -4.6688 -2.5364
C -1.4389 -5.3143 -2.2848
C -0.3690 -4.2304 -2.1784
C 0.1135 -1.6750 0.6030
C 1.3523 -0.9401 1.1034
N 1.8478 -0.0459 0.0673
C 2.9609 0.7428 0.5649
C 2.5203 1.9407 1.4028
O 3.2433 2.4391 2.2372
N 1.2849 2.3797 1.0531
C 0.6454 3.5700 1.4052
C 1.2836 4.5628 2.1432
C 0.6452 5.7624 2.3967
C -0.6298 5.9958 1.9107
C -1.2736 5.0084 1.1872
C -0.6580 3.7888 0.9395
C -1.4195 2.7413 0.2254
C -1.8550 1.6126 0.9133
C -2.6588 0.6784 0.2853
C -3.0092 0.8433 -1.0449
C -2.5591 1.9517 -1.7421
C -1.7797 2.9027 -1.1079
C 2.2362 -0.8060 -1.1157
C 1.0798 -1.6355 -1.6667
H -0.1000 -4.5663 0.7465
H 1.4463 -5.3099 1.0277
H -2.1278 -1.9241 -0.5665
H -1.8526 -2.0766 -2.3150
H -3.9980 -3.1059 -1.6459
H -3.1607 -4.1437 -0.4841
H -3.5840 -5.4246 -2.5480
H -2.7886 -4.1751 -3.5111
H -1.1837 -6.0000 -3.0941
H -1.4705 -5.8814 -1.3526
H 0.6087 -4.6863 -2.0109
H -0.3277 -3.6810 -3.1340
H -0.3154 -2.2736 1.4071
H -0.6093 -0.9180 0.2978
H 1.0911 -0.3360 1.9774
H 2.1264 -1.6635 1.4091
H 3.5051 1.1644 -0.2869
H 3.6797 0.1496 1.1511
H 0.8020 1.7786 0.3903
H 2.2805 4.3854 2.5100
H 1.1534 6.5220 2.9714
H -1.1236 6.9372 2.0987
H -2.2758 5.1695 0.8160
H -1.5834 1.4875 1.9517
H -3.0274 -0.1719 0.8421
H -3.6375 0.1135 -1.5340
H -2.8292 2.0828 -2.7798
H -1.4451 3.7794 -1.6436
H 2.5511 -0.0914 -1.8824
H 3.0795 -1.4748 -0.8967
H 1.4574 -2.2233 -2.5040
H 0.2936 -0.9677 -2.0278
*
```

Summary:
ΔE to the lowest compared entry with this formula, charge and spin: 16.7 kJ/mol
F_max: 0.534 eV/Å
Total energy: -36501.8381 eV
E_HOMO: -8.32 eV